No. 1
Here is the ion C3H9IN3 with charge +1 from the Open Molecules 2025 dataset. Energies are from the ωB97M-V functional and the def2-TZVPD basis.

- max |F| (hartree/bohr) = 0.100
- charge = +1
- E_LUMO (eV) = -4.6
- HOMO energy (eV) = -12.86
- SMILES = C[C@]([NH3+])(I)/C=N/N
- relative energy (zero: lowest compared OMol25 entry of this formula, charge and spin) (kcal per mole) = 39.5
- orbital gap (eV) = 8.2

Each line ends with the Löwdin charge.
Positions of all 16 atoms, in Å:
C 0.79456 0.36887 -0.40571  -0.150
C 0.24619 -1.77224 0.94332  -0.115
C -0.11470 -0.77924 -0.15929  -0.719
N 0.20524 1.53037 -0.38972  -0.058
N 0.86702 2.62146 -0.58940  0.086
N -1.45758 -0.24604 0.15728  0.119
I -0.48380 -2.09041 -2.15362  0.677
H 1.83317 0.27618 -0.48242  0.120
H -0.66955 -2.26831 1.34165  0.098
H 0.76723 -1.24493 1.76868  0.095
H 1.08977 -2.50137 0.60336  0.122
H 1.80021 2.54186 -0.66311  0.069
H 0.40302 3.52315 -0.74174  0.146
H -1.31934 0.16876 1.09352  0.173
H -1.69343 0.65447 -0.47657  0.219
H -2.26801 -0.78257 0.15375  0.118

No. 2
Here is a cluster of 2 separate species, C3H9N in total from the Open Molecules 2025 dataset. Energies are from the ωB97M-V functional and the def2-TZVPD basis.

- max |F| (hartree/bohr) = 0.106
- E_LUMO (eV) = 0.9
- HOMO energy (eV) = -10.06
- SMILES = C=N.CC
- relative energy (zero: lowest compared OMol25 entry of this formula, charge and spin) (kcal per mole) = 50.3
- orbital gap (eV) = 10.9

Each line ends with the Löwdin charge.
Positions of all 13 atoms, in Å:
C 0.52119 -1.13052 -2.58586  -0.184
C -0.24833 0.24806 -2.22311  -0.141
H 0.92413 -1.64852 -1.69845  0.040
H -0.16141 -1.91361 -3.06743  0.063
H 1.38725 -1.08557 -3.36820  0.076
H -0.85536 0.46503 -3.07401  0.039
H 0.51563 0.99619 -1.99168  0.053
H -0.81642 0.01053 -1.31563  0.055
C -0.22089 0.57184 4.18092  -0.108
N -0.95082 1.40528 3.44336  0.004
H -0.35320 0.42445 5.28943  0.067
H 0.55686 -0.00039 3.63934  0.057
H -0.29862 1.65723 2.77132  -0.021

No. 3
Here is the molecule C3H9N from the Open Molecules 2025 dataset. Energies are from the ωB97M-V functional and the def2-TZVPD basis.

- max |F| (hartree/bohr) = 0.022
- E_LUMO (eV) = 1.2
- HOMO energy (eV) = -8.78
- SMILES = CCNC
- relative energy (zero: lowest compared OMol25 entry of this formula, charge and spin) (kcal per mole) = 10.6
- orbital gap (eV) = 10.0

Each line ends with the Löwdin charge.
Positions of all 13 atoms, in Å:
C -0.20431 -0.92175 -1.19223  -0.112
C 0.80624 0.02780 -0.54685  -0.326
C -0.44143 0.52522 1.49708  -0.136
H 0.33384 -1.53138 -1.90260  0.058
H -0.65325 -1.58335 -0.43430  0.066
H -0.97906 -0.38763 -1.76320  0.074
H 1.48547 -0.59354 0.04163  0.103
H 1.38929 0.53680 -1.34780  0.114
H -0.27632 1.70534 -0.14720  0.090
H -1.34421 -0.06200 1.27051  0.069
H 0.26316 -0.11638 2.03654  0.078
H -0.69887 1.34423 2.14438  0.064
N 0.31945 1.05665 0.34403  -0.143

No. 4
Here is a cluster of 2 separate species, C3H9N in total from the Open Molecules 2025 dataset. Energies are from the ωB97M-V functional and the def2-TZVPD basis.

- max |F| (hartree/bohr) = 0.041
- E_LUMO (eV) = 1.1
- HOMO energy (eV) = -10.07
- SMILES = C=N.CC
- relative energy (zero: lowest compared OMol25 entry of this formula, charge and spin) (kcal per mole) = 36.6
- orbital gap (eV) = 11.2

Each line ends with the Löwdin charge.
Positions of all 13 atoms, in Å:
C -1.23967 0.26502 -0.54127  -0.169
C -2.03815 0.12242 0.79801  -0.158
H -1.72869 -0.21813 -1.38395  0.057
H -0.80786 1.24138 -0.75727  0.052
H -0.30808 -0.24281 -0.26759  0.016
H -1.37263 0.06049 1.66001  0.058
H -2.56763 -0.83844 0.71862  0.059
H -2.78849 0.89177 0.90136  0.045
C 2.60771 -0.62950 -0.06359  -0.131
N 2.10806 0.54371 -0.05319  0.013
H 1.97223 -1.44604 0.27451  0.057
H 3.58249 -0.83493 -0.50500  0.059
H 2.58070 1.08507 -0.78065  0.042

No. 5
Here is a structure of composition C3H9N from the Open Molecules 2025 dataset. Energies are from the ωB97M-V functional and the def2-TZVPD basis.

- max |F| (hartree/bohr) = 0.103
- E_LUMO (eV) = 1.2
- HOMO energy (eV) = -8.29
- relative energy (zero: lowest compared OMol25 entry of this formula, charge and spin) (kcal per mole) = 98.0
- orbital gap (eV) = 9.4

Each line ends with the Löwdin charge.
Positions of all 13 atoms, in Å:
C 0.56132 1.04934 0.79403  -0.087
C 0.29794 -0.25070 0.09082  -0.429
C 0.76744 -0.39613 -1.27491  -0.034
N -1.43395 -0.76249 0.40955  -0.056
H 1.58428 1.41457 0.73612  0.080
H 0.29522 0.94579 1.84482  0.075
H -0.11604 1.80469 0.37672  0.085
H 0.53991 -1.07564 0.75057  0.106
H -0.39287 -0.19408 -1.09687  0.101
H 0.97356 -1.35971 -1.71227  0.079
H 1.10522 0.48054 -1.81369  0.081
H -2.14359 -0.79054 -0.32375  -0.001
H -2.03845 -0.86563 1.21885  0.001

No. 6
Here is a cluster of 2 separate species, C3H9N in total from the Open Molecules 2025 dataset. Energies are from the ωB97M-V functional and the def2-TZVPD basis.

- max |F| (hartree/bohr) = 0.075
- E_LUMO (eV) = 0.8
- HOMO energy (eV) = -9.49
- SMILES = C=NC.C
- relative energy (zero: lowest compared OMol25 entry of this formula, charge and spin) (kcal per mole) = 49.6
- orbital gap (eV) = 10.3

Each line ends with the Löwdin charge.
Positions of all 13 atoms, in Å:
C -0.96198 1.93832 1.71782  -0.046
H -1.92180 1.39469 1.74156  0.029
H -0.04579 1.27714 1.87569  0.043
H -0.95970 2.23706 0.70685  -0.008
H -0.96331 2.73794 2.37650  -0.018
C 0.12633 -1.76759 -0.30295  -0.127
C 1.04347 -0.40468 -1.99938  -0.096
N 0.03853 -1.19031 -1.71511  -0.095
H 1.19392 -2.16448 -0.11446  0.092
H -0.00700 -0.94544 0.36542  0.035
H -0.66080 -2.47789 -0.15036  0.050
H 1.12850 0.21124 -2.93836  0.071
H 1.98963 -0.84600 -1.56322  0.069

> The lowest orbital gap belongs to which entry?

C3H9IN3

Copy entry 4 word for word.
Here is a cluster of 2 separate species, C3H9N in total from the Open Molecules 2025 dataset. Energies are from the ωB97M-V functional and the def2-TZVPD basis.

- max |F| (hartree/bohr) = 0.041
- E_LUMO (eV) = 1.1
- HOMO energy (eV) = -10.07
- SMILES = C=N.CC
- relative energy (zero: lowest compared OMol25 entry of this formula, charge and spin) (kcal per mole) = 36.6
- orbital gap (eV) = 11.2

Each line ends with the Löwdin charge.
Positions of all 13 atoms, in Å:
C -1.23967 0.26502 -0.54127  -0.169
C -2.03815 0.12242 0.79801  -0.158
H -1.72869 -0.21813 -1.38395  0.057
H -0.80786 1.24138 -0.75727  0.052
H -0.30808 -0.24281 -0.26759  0.016
H -1.37263 0.06049 1.66001  0.058
H -2.56763 -0.83844 0.71862  0.059
H -2.78849 0.89177 0.90136  0.045
C 2.60771 -0.62950 -0.06359  -0.131
N 2.10806 0.54371 -0.05319  0.013
H 1.97223 -1.44604 0.27451  0.057
H 3.58249 -0.83493 -0.50500  0.059
H 2.58070 1.08507 -0.78065  0.042